Record 1
Here is a cluster of 8 separate species, C28H56N6O12 in total from the Open Molecules 2025 dataset. Energies are from wB97M-V/def2-TZVPD.

The HOMO energy is -9.21 eV. As for the energy above the lowest of the compared OMol25 structures with the same formula, charge and spin: 0.0000 eV. The value obtained for the maximum force is 0.02977 Eh/bohr. For the frontier orbital gap, the calculation gives 7.6911 eV. Its LUMO energy is -1.52 eV.

Structure (XYZ):
```
102
Properties=species:S:1:pos:R:3:lowdin_charge:R:1
H -4.961 -3.363 1.000 0.086
H 4.647 -1.173 2.579 0.086
C 2.275 3.774 -0.151 -0.070
H -5.705 1.337 -2.676 0.089
H -6.355 1.597 0.651 0.095
O 1.614 -2.464 -6.785 0.129
H 0.366 -1.312 3.498 0.081
O -1.563 3.448 6.980 0.014
C 2.494 2.788 2.083 -0.043
H -1.565 -4.084 -0.456 0.091
C 0.950 -3.027 1.718 -0.056
H -0.475 2.707 -0.933 0.130
C 1.023 0.619 -5.118 0.074
H 0.005 -1.272 -1.144 0.077
N 1.691 -2.825 2.938 -0.183
C -1.055 3.196 5.909 -0.355
C -6.271 0.805 -0.091 -0.030
H -2.611 -2.615 -0.386 0.063
O -0.866 1.966 -2.786 0.014
H -3.990 1.444 -2.515 0.084
H 4.361 -0.958 -1.865 0.139
H 2.780 -4.531 2.640 0.138
C 3.644 0.100 -0.240 -0.245
C -0.729 -0.598 -1.578 -0.028
H -5.036 -5.096 1.378 0.081
H -3.890 -4.046 2.248 0.090
C -0.423 0.661 0.504 -0.053
H 3.579 2.925 2.088 0.103
O 2.573 2.380 -4.888 0.111
C -0.606 1.846 -1.611 -0.344
C 0.840 -0.634 -5.538 -0.252
H -0.145 -2.214 -5.625 0.124
H 4.363 0.927 -0.347 0.135
C 4.674 -0.428 1.784 -0.090
H -0.265 1.666 0.895 0.071
O 3.316 -3.538 4.340 0.010
H -6.382 -0.193 0.327 0.086
H -1.327 0.229 0.945 0.083
H 2.553 -1.943 -3.520 0.078
C -4.375 -4.237 1.291 -0.053
H 1.413 -2.889 -2.628 0.092
H 1.517 -3.575 0.968 0.095
N -1.707 3.198 4.735 -0.191
H -3.573 2.952 3.874 0.082
C 3.442 0.410 -5.829 -0.251
H -1.715 -1.040 -1.387 0.065
C 1.901 -1.422 -6.261 -0.344
H -0.753 -0.493 -2.659 0.087
C -4.922 1.684 -1.999 -0.039
H 1.177 -2.162 4.886 0.092
H 4.082 -1.400 -6.624 0.139
H 5.707 -0.161 1.548 0.094
H 2.754 0.643 0.121 0.086
H 2.108 2.892 3.093 0.076
C -3.410 -5.646 -0.444 -0.355
C -2.319 -3.537 0.111 -0.037
H -3.011 0.523 -0.882 0.108
H 4.514 1.933 -5.651 0.123
C 3.392 -0.511 -1.589 -0.202
N -3.382 -4.504 0.276 -0.197
H -2.004 -3.260 1.118 0.075
H 2.190 1.813 1.719 0.056
H -3.270 4.582 4.585 0.095
H -3.563 3.243 5.657 0.085
H -4.209 -6.323 -0.098 0.132
H 0.774 -2.087 1.188 0.062
H 4.181 0.444 2.247 0.073
O -2.639 -5.925 -1.329 0.017
C 1.421 4.978 1.796 -0.340
H -0.025 2.686 3.663 0.058
H 0.417 0.033 0.817 0.070
O 1.158 5.118 2.971 0.014
C 2.397 -2.423 -2.542 -0.099
N 1.960 3.859 1.253 -0.185
H -5.033 2.747 -1.800 0.092
C -3.126 3.504 4.695 -0.039
C 3.235 -0.841 -6.240 0.064
C -3.894 0.316 -0.255 -0.363
N -0.496 0.677 -0.938 -0.170
O -3.860 -0.360 0.751 0.005
H 1.676 4.413 -0.794 0.090
H 2.259 2.752 -0.531 0.067
O 4.633 0.984 -5.835 0.115
H 1.169 5.733 1.034 0.139
O 2.376 -1.465 -1.541 -0.185
C -1.098 2.724 3.494 -0.060
N -4.985 0.889 -0.779 -0.186
H -7.070 0.899 -0.826 0.085
O -0.282 -1.305 -5.304 0.109
H -1.292 3.473 2.724 0.090
H 3.201 0.299 -2.313 0.129
H -0.036 -3.443 1.934 0.074
C 2.655 -3.679 3.329 -0.357
H 3.326 4.077 -0.316 0.098
C 1.270 -1.784 3.866 -0.033
O 3.958 -0.908 0.666 -0.158
H 3.152 -3.204 -2.413 0.100
H 2.072 -1.042 3.970 0.084
C 2.334 1.243 -5.227 -0.321
H -1.515 1.750 3.230 0.085
H 0.012 2.934 5.790 0.135
H 0.202 1.123 -4.620 0.111
```


Record 2
Here is a structure of composition C10H64AgBF4O22 from the Open Molecules 2025 dataset. Energies are from wB97M-V/def2-TZVPD.

As for the charge: +1. Its multiplicity is 2. The HOMO energy (alpha / beta) is -11.31 / -11.31 eV. The value obtained for the maximum force is 0.06698 Eh/bohr. For the frontier orbital gap (alpha / beta), the calculation gives 7.6056 / 2.1214 eV. Its LUMO energy (alpha / beta) is -3.71 / -9.19 eV.

Structure (XYZ):
```
102
Properties=species:S:1:pos:R:3:lowdin_charge:R:1
O 2.096 -7.537 1.725 -0.091
O 2.341 1.142 4.742 -0.074
H 2.735 -3.115 9.995 0.062
H 8.590 -0.882 5.401 0.076
H 5.467 0.909 8.110 0.083
H -3.444 -4.031 5.155 0.097
H 7.078 0.480 8.839 0.059
B 2.341 -1.824 6.143 -1.427
H 2.409 -1.364 2.322 -0.011
H -0.028 1.231 3.960 -0.014
H 0.605 -1.049 4.681 0.003
H 6.632 2.354 10.333 0.084
C 2.072 -6.230 1.298 -0.193
H -3.557 1.618 6.215 0.127
H 3.408 -4.143 12.563 0.071
H -2.218 1.780 8.960 0.088
H -1.873 -2.871 4.625 0.024
H -1.016 0.702 8.207 0.052
O 1.657 -1.620 1.789 -0.029
C 6.362 1.271 8.615 -0.127
H 4.098 0.449 2.154 0.076
H 7.148 -0.078 5.486 0.053
H 1.970 -2.365 1.275 0.040
H 2.299 -4.405 3.870 0.049
H 4.637 -2.166 8.533 0.063
O 6.032 1.723 9.928 -0.128
H 2.831 -5.643 1.814 0.072
F 2.577 -3.114 6.429 0.220
H 0.106 -2.735 6.038 0.007
H 7.200 -5.600 4.739 0.073
O 3.514 -4.168 11.609 -0.131
H 9.081 0.958 6.581 0.074
H 4.492 -1.924 5.640 0.002
O -0.452 -3.337 5.547 -0.016
H 1.316 0.189 8.815 0.068
H 8.910 -5.409 4.698 0.082
C -1.692 0.830 9.052 -0.138
H 2.634 3.626 7.936 0.059
C 5.699 -2.394 8.629 -0.077
O -0.096 2.184 3.916 -0.089
C 5.302 -2.961 1.941 -0.122
H -1.075 1.043 9.925 0.086
H 2.500 0.012 7.888 0.018
H 2.588 1.296 9.897 -0.042
H 3.861 1.047 10.678 0.005
H 6.975 1.988 8.068 0.081
O 6.603 -1.592 7.814 -0.176
O 8.744 1.149 5.703 -0.118
H 2.355 2.218 7.455 -0.013
H 4.338 -4.200 0.740 0.045
H 7.027 -3.253 5.381 0.015
C 7.979 -4.856 4.573 -0.149
H 2.859 0.925 3.966 0.021
O -2.687 -2.470 4.312 -0.146
C -3.655 -3.456 4.253 -0.126
H 2.234 -2.639 11.630 0.073
H 1.327 -8.010 1.398 0.100
O 0.004 -0.662 4.044 -0.028
H -3.748 -4.016 3.323 0.097
H 0.129 -4.055 5.298 0.035
H 6.145 -2.410 9.623 0.099
H 4.344 -2.442 1.946 0.042
O 2.938 1.275 10.788 -0.064
O 7.853 -3.737 5.440 -0.128
O -2.539 -0.335 9.255 -0.105
H 8.213 0.092 3.981 0.085
H -2.018 -1.131 9.383 0.081
C 2.418 -3.487 10.970 -0.141
O 5.193 -4.191 1.174 -0.118
H -0.962 2.347 3.543 0.052
F 1.061 -1.450 6.472 0.155
O 2.019 0.674 8.385 -0.036
O 1.852 -4.840 4.596 -0.023
H 2.086 -6.062 0.221 0.077
C -3.097 0.658 5.982 0.037
H 7.812 -4.569 3.535 0.067
H 5.032 -0.178 3.168 0.066
H 7.428 -1.421 8.273 0.084
H 2.255 0.313 5.212 0.020
C 8.146 0.056 5.068 -0.172
H 5.572 -3.260 2.954 0.063
H 5.848 -2.151 6.274 -0.014
H 6.101 -2.313 1.578 0.083
O -2.985 0.349 4.587 0.235
Ag 1.803 3.336 4.749 0.813
H 5.707 -3.397 8.202 0.087
O 1.250 -7.652 4.672 -0.063
F 3.218 -0.927 6.793 0.132
H -4.556 -2.905 4.523 0.086
H 1.109 -6.705 4.654 -0.020
H -2.733 -0.574 4.509 0.077
H 0.096 -1.208 3.263 0.046
H 1.497 -4.069 11.001 0.075
H 2.199 -4.416 5.380 0.027
H 1.778 -7.831 3.894 0.001
O 5.394 -2.169 5.432 -0.034
O 2.403 3.126 7.153 -0.076
O 4.105 -0.090 2.945 -0.023
H 1.038 -5.891 1.349 0.082
H -2.078 0.874 6.305 0.125
H -3.548 -0.154 6.552 0.133
F 2.374 -1.770 4.809 0.211
```


Record 3
Here is a cluster of 2 separate species, C4H5BrO in total from the Open Molecules 2025 dataset. Energies are from wB97M-V/def2-TZVPD.

The HOMO energy is -9.66 eV. As for the energy above the lowest of the compared OMol25 structures with the same formula, charge and spin: 3.2704 eV. The value obtained for the maximum force is 0.12763 Eh/bohr. For the frontier orbital gap, the calculation gives 10.2396 eV. Its LUMO energy is 0.58 eV.

Structure (XYZ):
```
11
Properties=species:S:1:pos:R:3:lowdin_charge:R:1
H 2.618 -2.780 1.009 0.071
H -2.887 0.436 -0.076 0.068
C -0.665 0.061 -0.345 -0.316
H -0.519 -0.212 0.663 0.081
H -2.202 1.787 -0.963 0.062
O -0.052 -0.297 -1.250 0.066
H -2.004 1.619 0.657 0.014
C 2.352 -1.954 0.271 -0.022
C -1.984 1.047 -0.190 -0.029
C 2.540 -0.749 0.216 -0.751
Br 2.804 1.042 0.008 0.756
```


Record 4
Here is a structure of composition C19H23IrN5O2 from the Open Molecules 2025 dataset. Energies are from wB97M-V/def2-TZVPD.

As for the charge: +4. Its multiplicity is 6. The HOMO energy (alpha / beta) is -20.66 / -22.93 eV. The value obtained for the maximum force is 0.20629 Eh/bohr. For the frontier orbital gap (alpha / beta), the calculation gives 8.0935 / 5.6734 eV. Its LUMO energy (alpha / beta) is -12.56 / -17.26 eV.

Structure (XYZ):
```
50
Properties=species:S:1:pos:R:3:lowdin_charge:R:1
H -3.831 1.403 -0.177 0.125
C 2.751 -1.796 -1.509 -0.044
C -1.552 0.182 -2.490 -0.063
C 3.953 -2.578 -1.391 0.065
N -1.123 0.712 1.345 0.046
C -4.713 -2.377 -0.222 0.012
H 4.784 -2.252 -2.014 0.133
C 1.331 0.742 0.726 -0.227
H -2.884 2.905 -0.165 0.126
H 4.213 -2.456 -0.346 0.131
C -1.899 1.209 3.385 -0.151
N -2.277 -1.561 -0.554 0.118
H -2.969 0.822 5.229 0.154
C -2.239 1.437 1.203 -0.245
C -0.805 1.338 -2.490 -0.065
H 1.176 2.170 -2.650 0.137
Ir 0.285 -0.190 -0.560 1.468
H -1.164 0.735 5.383 0.124
H -2.637 0.232 -2.421 0.148
H 2.262 0.059 -2.919 0.146
C 0.328 3.856 -0.399 -0.153
H -2.227 1.447 -0.906 0.000
C -3.386 -1.864 -0.398 -0.149
N 0.455 2.723 -0.545 0.119
C -2.001 1.270 4.876 0.075
H 0.882 5.737 -1.025 0.128
H 3.778 -3.630 -1.589 0.135
O 1.928 0.998 1.726 0.193
H 0.874 -2.087 -2.928 0.146
H -1.493 -1.966 -2.644 0.137
O -0.113 -2.167 1.732 0.205
H -0.770 5.597 -0.283 0.114
H -4.679 -3.155 0.549 0.126
C -0.928 -1.057 -2.636 -0.074
H -2.004 2.336 5.233 0.154
C -0.127 -1.525 0.741 -0.231
H -0.156 0.080 3.146 0.204
H -3.640 2.341 2.620 0.187
C -2.737 1.756 2.465 0.187
H -5.361 -1.552 0.097 0.113
C -2.825 1.817 -0.086 0.009
C 0.280 5.285 -0.225 0.014
N 1.872 -1.218 -1.010 -0.053
N -0.935 0.586 2.676 0.115
C 1.200 0.057 -2.802 -0.083
H -1.297 2.307 -2.421 0.148
C 0.581 1.280 -2.638 -0.070
C 0.440 -1.118 -2.804 -0.084
H -5.038 -2.793 -1.186 0.129
H 0.700 5.524 0.759 0.122
```


What did the third record say?
Here is a cluster of 2 separate species, C4H5BrO in total from the Open Molecules 2025 dataset. Energies are from wB97M-V/def2-TZVPD.

The HOMO energy is -9.66 eV. As for the energy above the lowest of the compared OMol25 structures with the same formula, charge and spin: 3.2704 eV. The value obtained for the maximum force is 0.12763 Eh/bohr. For the frontier orbital gap, the calculation gives 10.2396 eV. Its LUMO energy is 0.58 eV.

Structure (XYZ):
```
11
Properties=species:S:1:pos:R:3:lowdin_charge:R:1
H 2.618 -2.780 1.009 0.071
H -2.887 0.436 -0.076 0.068
C -0.665 0.061 -0.345 -0.316
H -0.519 -0.212 0.663 0.081
H -2.202 1.787 -0.963 0.062
O -0.052 -0.297 -1.250 0.066
H -2.004 1.619 0.657 0.014
C 2.352 -1.954 0.271 -0.022
C -1.984 1.047 -0.190 -0.029
C 2.540 -0.749 0.216 -0.751
Br 2.804 1.042 0.008 0.756
```